Formula: C16H21N3O3S
Source: OMol25
Level of theory: ωB97M-V/def2-TZVPD

Computed properties:
HOMO energy: -8.1 eV

Each line ends with the Löwdin charge.
Cartesian coordinates (Å):
C 2.69017 0.59555 -1.32765  -0.34
C 1.20510 0.04946 -1.10836  -0.59
C 3.59041 -0.60249 -1.05067  -0.21
C 3.96378 -0.63202 0.58658  -0.58
C 6.44927 -0.65362 0.97660  -0.36
C -0.91886 1.17040 -0.22648  -0.15
C -1.20218 2.71443 -0.35889  -0.40
C -1.27345 0.43621 1.12781  -0.07
C -2.77752 0.22087 1.12575  -0.21
C -3.81034 0.82060 1.80760  -0.03
C -3.32497 -0.78275 0.23138  -0.11
C -4.77701 -0.79131 0.53789  -0.23
C -2.74813 -1.68073 -0.70976  -0.02
C -5.67471 -1.69055 -0.10400  -0.01
C -3.61860 -2.73077 -1.13893  -0.12
C -4.98727 -2.74552 -0.86691  -0.11
H 2.44527 2.04069 0.46396  0.21
H 3.86969 2.12508 -1.02533  0.14
H 2.98358 0.82290 -2.56980  0.20
H 3.02652 -1.61234 -1.12652  0.12
H 4.51938 -0.59869 -1.69297  0.10
H 2.89626 -0.78231 1.08180  0.11
H 4.60346 0.23588 0.94381  0.02
H 6.52291 -0.52613 -0.21122  0.07
H 6.21112 0.27698 1.66409  0.08
H 7.31715 -1.28168 1.15861  0.00
H 1.09202 2.08789 -0.56135  0.15
H -1.61919 0.70787 -1.03939  0.17
H -0.91406 -0.60313 0.88936  0.12
H -0.73628 1.03671 1.95526  0.14
H -3.83510 1.57167 2.56946  0.11
H -5.98993 0.81055 1.54612  0.21
H -1.75347 -1.68589 -0.82407  0.04
H -6.77089 -1.74411 0.20128  0.12
H -2.99294 -3.27671 -1.94953  0.13
H -5.46741 -3.63257 -1.45398  0.12
H 0.19758 3.15668 1.28710  0.25
N 2.75074 2.03915 -0.83275  -0.06
N 0.54198 1.05725 -0.80193  0.08
N -5.05716 0.20085 1.45170  0.03
O 0.90825 -1.10801 -1.03867  0.06
O -2.06257 3.32419 -1.05162  0.07
O -0.50092 3.64051 0.41565  -0.03
S 5.02830 -1.98102 1.04902  0.74

=====

Formula: C16H21N3OS2
Source: OMol25
Level of theory: ωB97M-V/def2-TZVPD

Computed properties:
SMILES: C=CCn1c(CCSCc2ccc(OC)c(C)c2)n[nH]c1=S
HOMO energy: -8.0 eV

Each line ends with the Löwdin charge.
Cartesian coordinates (Å):
C -2.71579 -3.54057 0.65077  0.02
C -2.53579 -3.20804 -0.61267  -0.14
C -2.01163 -1.88983 -1.10526  -0.17
N -1.52356 -1.03420 -0.06278  -0.02
C -0.38395 -1.16013 0.68727  -0.31
C 0.61161 -2.24305 0.49173  -0.15
C 1.95617 -1.87683 1.12310  -0.47
S 3.36988 -2.09741 0.00076  0.85
C 3.00953 -0.93053 -1.38838  -0.42
C 2.14553 0.22629 -1.02022  -0.31
C 0.94961 0.45286 -1.68180  -0.05
C 0.14068 1.52578 -1.34554  -0.02
C 0.50475 2.37350 -0.30847  -0.25
O -0.24055 3.42581 0.12839  -0.09
C -1.41182 3.76898 -0.57895  -0.08
C 1.71485 2.15878 0.37386  -0.20
C 2.09689 3.07447 1.49312  -0.03
C 2.51685 1.10074 -0.00207  -0.02
N -0.29449 -0.20706 1.55992  0.14
N -1.39764 0.55857 1.38182  0.05
C -2.17756 0.09170 0.37866  -0.84
S -3.57238 0.72530 -0.21119  0.63
H -3.11302 -4.50081 0.92821  0.06
H -2.48762 -2.87110 1.46426  0.07
H -2.78812 -3.89566 -1.40769  0.10
H -1.21829 -2.05766 -1.84232  0.12
H -2.82575 -1.34086 -1.59792  0.09
H 0.72919 -2.41608 -0.58059  0.10
H 0.22341 -3.17223 0.91808  0.12
H 1.94330 -0.84123 1.45862  0.05
H 2.19186 -2.51844 1.96959  0.07
H 4.00109 -0.60172 -1.70193  0.08
H 2.56439 -1.51526 -2.19470  0.07
H 0.64520 -0.20132 -2.48762  0.11
H -0.78018 1.67859 -1.88615  0.11
H -1.19235 4.00090 -1.62536  0.10
H -2.16565 2.97733 -0.53282  0.02
H -1.79914 4.65981 -0.08718  0.10
H 1.42378 2.93002 2.33744  0.09
H 3.11549 2.88361 1.81941  0.08
H 2.00526 4.11174 1.17701  0.08
H 3.45558 0.94120 0.51000  0.13
H -1.53304 1.40446 1.90986  0.16

=====

Formula: C16H21N5O3Ru
Source: OMol25
Level of theory: ωB97M-V/def2-TZVPD

Computed properties:
2S+1: 5
net charge: +4
<S²>: 6.03
HOMO energy (alpha / beta): -21.2 / -22.8 eV

Each line ends with the Mulliken spin population.
Cartesian coordinates (Å):
N 0.79978 2.37177 -0.77511  0.09
C 0.31211 3.40327 -0.58316  0.03
C 0.12316 4.77363 -0.26357  0.00
H -0.95085 5.00099 -0.27112  0.00
H 0.63895 5.39706 -1.01670  0.00
H 0.54595 4.96262 0.73740  0.00
N 2.02390 -1.37402 -1.07330  0.14
C 2.96404 -1.98193 -1.37407  -0.01
C 4.16729 -2.71720 -1.21172  0.00
H 4.92917 -2.30706 -1.89611  0.00
H 3.95146 -3.77174 -1.45724  0.00
H 4.43302 -2.57908 -0.14844  0.00
N -1.96901 -1.67916 -0.67065  -0.01
C -3.10673 -1.71859 -0.47630  0.01
C -4.45458 -2.12392 -0.27642  0.00
H -4.46624 -2.92046 0.48558  0.00
H -4.85746 -2.51161 -1.22675  0.00
H -5.03659 -1.25958 0.06177  0.00
Ru 0.35468 -0.15766 -0.87817  2.17
C 0.01817 -1.35817 0.69879  -0.02
O 0.12508 -2.11971 1.56129  0.05
C 1.31221 0.51576 0.75755  0.06
O 1.95163 0.75584 1.66787  0.02
C 0.52321 1.30599 -2.76969  0.05
C -0.85710 1.37258 -2.50034  0.16
C -1.60866 0.20140 -2.47698  0.13
C -0.97372 -1.02942 -2.70195  -0.03
C 0.40270 -1.10840 -2.89955  0.10
C 1.17248 0.08148 -2.91645  0.02
H 1.14223 2.20361 -2.77550  0.00
H -1.32166 2.32026 -2.24011  0.01
H -2.66195 0.24350 -2.20682  0.01
H -1.52681 -1.96882 -2.65529  0.00
H 0.86565 -2.08546 -3.00270  0.01
H 2.25406 0.06493 -3.02370  0.00
C -1.84011 3.18988 3.11862  0.04
N -2.23539 1.79042 3.18453  0.69
C -2.03944 0.96306 2.10976  -0.02
N -2.34078 -0.35728 2.47142  0.21
O -1.56579 1.24056 1.00977  0.04
H -2.11435 3.63620 2.15393  0.03
H -0.75148 3.30332 3.22622  0.07
H -2.33672 3.72103 3.92864  0.01
H -2.60775 1.44202 4.05770  -0.03
H -2.50914 -1.00079 1.72554  -0.01
H -2.90427 -0.49537 3.29322  -0.01